No. 1
26
Properties=species:S:1:pos:R:3:forces:R:3:mulliken_charge:R:1 method="wB97M-V/def2-TZVPD" total_charge=-1 total_energy_ev=-22874.8454 homo_energy_ev=-4.63 orbital_gap_ev=6.99
O 3.014 1.365 1.347 0.6 -0.4 0.2 -0.506
Nb 0.925 0.112 -1.330 -2.0 -0.3 -2.3 -0.580
H 1.017 1.041 -2.910 0.1 0.3 -0.5 -0.048
C -2.176 0.312 1.300 -0.1 0.0 0.4 -0.024
H -2.781 -0.307 3.299 -0.3 0.2 0.3 0.369
H 4.170 -0.624 -0.286 0.2 0.1 -0.3 0.307
H 2.573 2.838 -1.557 0.0 0.2 -0.1 0.260
H -0.904 -1.670 -2.263 0.4 -0.3 -0.3 0.477
H -1.469 -1.723 0.119 0.2 -0.1 0.4 0.327
H -1.119 0.525 1.262 0.5 0.1 -0.2 0.122
H -2.665 1.235 1.572 -0.3 0.4 0.0 0.350
H 0.119 1.521 -0.457 0.7 -0.1 0.5 0.035
H -2.836 -1.776 -0.951 -0.4 -0.2 -0.1 0.311
C -1.136 -0.744 -1.742 0.8 0.4 1.8 -1.269
C -2.446 -0.742 2.373 0.5 -0.1 -0.3 -1.184
H 0.819 -0.743 0.307 0.1 -0.1 0.1 0.011
O 4.395 0.293 -0.511 0.0 -0.6 0.5 -0.580
C -2.041 -1.133 -0.581 -0.3 -0.1 -0.7 -0.243
H -3.156 -1.463 2.008 -0.6 -0.2 0.0 0.293
N 3.294 2.610 -0.885 -0.1 -0.1 -0.2 -0.802
H -1.539 -1.287 2.586 0.3 -0.3 0.1 0.317
H 3.388 0.579 1.768 -0.2 0.2 0.0 0.278
O -2.684 -0.037 0.036 -0.1 0.1 -0.1 -0.390
H -1.652 -0.100 -2.440 -0.1 0.4 -0.3 0.398
H 1.915 -1.330 -1.888 0.7 -0.1 0.6 -0.022
P 3.040 1.192 -0.284 -0.6 0.7 0.5 0.791

No. 2
80
Properties=species:S:1:pos:R:3:forces:R:3:mulliken_charge:R:1 method="wB97M-V/def2-TZVPD" total_charge=-2 total_energy_ev=-142098.2656 homo_energy_ev=-1.06 orbital_gap_ev=4.47
C 1.958 2.746 6.052 0.0 0.0 -0.1 -0.434
Se -3.422 -1.088 0.503 -0.4 -0.1 0.4 0.373
C -4.977 3.465 0.065 -0.2 -0.1 -0.1 -0.446
H 5.014 1.710 -4.606 0.0 0.0 0.0 0.323
H 0.166 3.477 7.007 0.0 0.0 0.0 0.315
H -2.735 0.402 3.659 0.0 0.0 0.0 0.180
H 0.250 -3.845 -3.359 0.0 0.0 0.0 0.350
H -1.121 3.520 4.890 0.0 0.0 0.0 0.303
C 4.209 2.073 -3.961 0.0 0.0 0.1 -1.066
N -1.226 -1.392 2.533 0.3 -0.1 -0.2 0.072
C 1.163 0.329 -3.133 -0.1 0.1 -0.1 -0.509
C -1.807 -1.906 -1.704 0.4 -0.5 -0.4 -0.394
C -0.822 -4.998 3.431 0.1 -0.1 -0.1 0.600
C 1.822 2.388 3.622 0.1 0.0 0.0 0.155
N -3.002 0.558 0.941 0.2 0.0 0.1 0.091
S 2.709 1.907 2.162 -0.2 0.0 0.1 -0.544
H 3.256 1.781 -4.410 0.0 0.0 0.0 0.253
C 0.531 -2.692 1.374 0.0 0.2 0.0 0.282
H 5.278 1.830 -2.106 0.0 0.0 0.0 0.519
C 5.496 -0.740 -2.744 0.0 0.0 0.0 -0.431
H -0.880 1.159 -5.053 0.0 0.0 0.0 0.392
C 3.116 -0.714 -2.394 -0.1 0.0 -0.2 -0.153
H -3.146 3.238 1.170 0.0 -0.1 0.0 0.344
C 1.146 -3.241 -3.528 0.0 0.0 0.1 -1.242
C -1.618 2.236 -2.027 -0.1 -0.1 -0.3 -0.431
C -3.954 2.769 0.614 0.1 0.0 0.0 -0.585
C 4.291 -2.802 -2.579 0.0 0.0 -0.1 -0.658
N -4.899 -0.641 -0.355 -0.1 0.1 -0.1 -0.832
C 0.467 2.823 3.648 -0.1 0.1 0.0 0.226
S -0.566 2.953 2.212 -0.1 0.2 0.4 -0.418
H 4.250 3.164 -3.938 0.0 0.0 0.0 0.349
O 1.101 -3.830 1.212 0.1 -0.3 0.1 -0.631
H 1.403 0.009 -4.156 0.0 0.0 0.0 0.495
H 6.431 -0.201 -2.864 0.0 0.0 0.0 0.409
H 0.842 -2.340 -4.068 0.0 -0.1 0.0 0.209
C -3.052 -0.577 4.016 0.0 -0.1 0.0 -1.281
H 2.547 2.711 6.964 0.0 0.0 0.0 0.306
C -6.025 2.809 -0.674 0.1 0.1 0.1 -0.524
N -1.860 -1.148 -2.581 -0.2 0.3 -0.1 -0.002
H 1.833 -3.804 -4.165 0.0 0.0 0.0 0.412
C -0.581 -2.599 2.342 -0.1 0.3 -0.1 0.604
H -5.010 4.541 0.180 0.0 0.0 0.0 0.414
O -1.511 -5.549 4.292 0.0 0.0 0.0 -0.749
H -4.077 -0.756 3.680 0.0 0.0 0.0 0.269
O 0.874 -1.666 0.765 0.4 -2.8 0.4 -0.222
C 0.635 3.170 6.075 0.0 0.0 -0.1 -0.486
N 1.931 0.023 -2.162 0.0 -0.1 0.3 0.516
C -0.962 1.421 -4.005 0.0 0.0 -0.1 -1.216
C -0.045 1.103 -2.990 0.1 0.1 -0.1 -0.205
C 1.808 -2.876 -2.193 0.0 0.0 -0.3 0.192
O 0.114 -5.507 2.731 0.0 0.1 -0.1 -0.769
H 3.551 2.019 4.814 0.0 0.0 0.0 0.328
H 4.271 -3.887 -2.586 0.0 0.0 0.0 0.418
C 4.342 1.489 -2.551 0.0 -0.1 -0.1 -0.866
H 1.116 -2.280 -1.603 0.0 0.0 0.1 -0.543
C 2.523 2.362 4.845 -0.1 0.0 -0.1 -0.589
C 4.322 -0.020 -2.560 0.0 0.1 0.1 0.457
C 5.488 -2.128 -2.768 -0.1 0.0 0.0 -0.889
C -6.047 1.466 -0.849 0.1 -0.1 0.0 -0.721
H 2.013 -3.788 -1.630 0.0 0.0 0.1 0.556
H 6.409 -2.679 -2.919 0.0 0.0 0.0 0.375
H -6.840 0.978 -1.401 0.0 0.0 0.0 0.437
H -2.645 -3.373 4.562 0.0 0.0 0.0 0.200
C -0.084 3.198 4.889 0.1 -0.1 -0.1 -0.642
C -4.991 0.680 -0.284 -0.1 0.1 0.0 0.533
Ba 0.394 0.584 0.567 -0.2 2.4 0.2 0.940
H 0.686 -4.612 1.879 -0.1 0.1 0.0 0.435
C -1.988 2.153 -3.381 0.1 -0.1 0.1 -0.769
N -2.085 -2.904 3.868 -0.1 0.1 0.0 0.055
C -2.124 -1.604 3.463 0.0 0.0 0.1 0.265
H -2.872 2.574 -3.838 0.0 0.0 0.0 0.416
C -3.936 1.348 0.442 -0.1 0.0 0.0 0.653
C 3.095 -2.115 -2.385 -0.1 -0.1 0.0 0.685
H -6.820 3.411 -1.098 0.0 0.0 0.0 0.355
N -0.461 1.599 -1.788 -0.1 0.1 -0.4 -0.190
H 3.523 1.854 -1.933 0.0 0.0 0.1 0.203
H -2.153 2.734 -1.231 0.1 0.0 0.0 0.724
C -1.111 -3.552 3.166 0.0 0.0 0.1 -0.446
H -1.879 -0.316 -3.177 0.1 -0.1 0.1 0.410
H -3.040 -0.593 5.108 0.0 0.0 0.0 0.483

No. 3
11
Properties=species:S:1:pos:R:3:forces:R:3:mulliken_charge:R:1 method="wB97M-V/def2-TZVPD" total_charge=0 smiles="O=CNOC(=O)C=O" total_energy_ev=-12833.1891 homo_energy_ev=-10.46 orbital_gap_ev=9.21
C 1.822 -0.218 -0.508 -1.9 -6.5 -1.4 0.154
C -0.750 0.075 0.237 0.3 -6.9 5.1 0.790
H 1.540 1.529 0.792 -1.0 -2.2 -3.4 0.332
H -2.394 -0.503 1.225 -1.4 0.9 -2.8 0.272
C -2.209 -0.069 0.107 -2.7 -1.5 -6.0 -0.021
N 1.203 0.932 -0.140 4.2 3.6 3.8 -0.168
O -2.768 -0.085 -1.174 3.1 0.2 9.0 -0.450
O 1.116 -1.121 -1.078 2.8 3.5 0.9 -0.505
O -0.306 -0.928 1.041 -1.9 6.2 -4.1 -0.534
H 2.883 -0.667 -0.190 -1.9 2.4 -0.3 0.314
O -0.137 1.055 -0.313 0.4 0.3 -0.7 -0.184

No. 4
57
Properties=species:S:1:pos:R:3:forces:R:3:mulliken_spin:R:1 method="wB97M-V/def2-TZVPD" total_charge=+1 total_energy_ev=-134074.7560 s2=3.787 homo_energy_ev="-10.77 / -11.93" multiplicity=4 orbital_gap_ev="6.89 / 6.22"
C 2.071 -2.212 2.983 0.0 0.0 0.0 0.170
H 3.416 -0.064 1.539 0.0 0.0 0.0 0.008
H -1.078 -1.902 -4.171 0.0 0.0 0.0 0.000
S 2.856 -4.564 2.042 0.0 0.0 0.0 0.055
C -1.800 2.151 1.128 0.0 0.0 0.0 0.006
W 0.092 -0.504 0.817 0.2 0.2 0.0 1.959
O -1.532 -1.899 0.565 0.0 0.0 -0.2 0.027
C -0.712 -1.310 -3.351 0.0 0.0 0.0 -0.001
H -2.190 1.805 2.065 0.0 0.0 0.0 -0.001
C 2.013 3.621 -4.366 0.0 0.0 0.0 0.000
S 4.157 -5.485 4.534 0.0 0.0 0.0 0.245
H -2.866 4.045 0.752 0.0 0.0 0.0 0.001
N 1.854 0.598 0.290 0.0 -0.1 -0.1 -0.086
C 1.639 2.427 -3.817 -0.1 0.0 0.0 0.000
N -3.516 -1.054 1.837 0.1 0.0 0.0 0.007
O -3.134 0.254 3.914 0.0 0.0 0.0 -0.002
N 0.058 0.382 -2.151 0.0 0.0 0.0 -0.009
C -2.137 3.311 0.459 0.0 0.1 0.0 -0.004
C 3.905 1.431 -0.027 0.0 0.0 0.0 0.000
H 4.954 1.634 0.089 0.0 0.0 0.0 0.001
F -3.362 -3.623 -0.968 0.0 0.0 0.0 0.000
F -1.570 -1.882 5.071 0.0 0.0 0.0 0.001
C 3.346 -4.363 3.709 0.0 0.0 0.0 -0.069
C 2.077 -3.046 1.857 0.0 0.0 -0.1 0.191
F -3.288 -2.852 4.174 0.0 0.0 0.0 0.000
S -2.963 -1.500 0.438 -0.1 0.0 0.3 -0.001
C 3.128 0.565 0.717 0.0 0.0 0.0 0.011
N 1.817 1.470 -0.750 0.1 0.0 0.0 -0.002
N 0.811 4.032 -2.500 0.1 0.0 -0.1 0.000
N -0.049 -0.678 -1.313 0.1 0.0 -0.2 0.007
C -0.499 -1.712 -2.050 0.0 0.0 0.1 -0.002
F -5.082 -2.971 0.181 0.0 0.0 0.0 0.000
C -0.363 0.031 -3.366 0.0 0.0 0.0 0.004
H 2.592 3.777 -5.260 0.0 0.0 0.0 0.000
H -0.651 -2.678 -1.601 0.0 0.0 0.0 -0.005
S 1.370 -2.612 0.373 0.0 -0.1 0.0 0.152
H 1.526 5.665 -3.564 0.0 0.0 0.0 0.000
C -1.322 3.330 -0.654 0.0 0.0 -0.1 0.033
C 3.032 1.987 -0.946 0.0 0.0 0.0 0.020
N -0.841 1.480 0.462 -0.1 0.0 0.1 0.033
O -3.298 -0.648 -0.646 0.0 0.0 0.0 0.002
S 2.837 -2.837 4.393 0.0 0.0 0.0 0.033
N -0.553 2.237 -0.636 0.0 0.0 0.0 -0.027
F -1.349 -2.972 3.211 0.0 0.0 0.0 0.003
S -2.550 -0.651 2.997 0.1 0.1 -0.1 0.024
H -0.393 0.751 -4.166 0.0 0.0 0.0 0.000
C -3.776 -3.135 0.192 0.0 0.0 0.0 0.001
F -3.421 -3.948 1.175 0.0 0.0 0.0 -0.001
H -1.204 4.053 -1.441 0.0 0.0 0.0 0.003
O -1.223 -0.215 2.476 -0.2 -0.1 0.2 0.030
C -2.162 -2.206 3.938 0.0 0.0 -0.1 -0.002
H 3.199 2.717 -1.721 0.0 0.0 0.0 0.002
H 1.869 1.419 -4.123 0.0 0.0 0.0 0.000
S 1.365 -0.675 3.007 0.0 0.0 0.1 0.175
B 0.541 1.745 -1.593 0.0 0.0 0.0 0.008
C 1.468 4.590 -3.497 0.0 0.0 0.0 0.000
N 0.888 2.690 -2.708 0.0 0.0 0.0 -0.002

No. 5
18
Properties=species:S:1:pos:R:3:forces:R:3:mulliken_charge:R:1 method="wB97M-V/def2-TZVPD" total_charge=+1 total_energy_ev=-23427.2006 homo_energy_ev="-12.10 / -12.10" orbital_gap_ev="7.92 / 7.92"
H -2.054 -0.516 -3.625 0.0 0.2 -0.8 0.304
H -2.577 -1.596 -2.346 -0.1 1.0 -0.1 0.325
C 0.816 0.643 0.615 -1.2 -0.5 -3.6 0.324
H 0.151 -0.105 2.360 1.0 -0.7 -0.4 0.294
H 3.165 -0.289 2.231 -0.3 0.5 0.2 0.348
O 1.267 1.728 0.426 -0.2 -0.8 0.8 -0.464
C -0.506 -0.515 -0.921 1.0 0.7 1.6 -0.039
O -1.271 1.485 -1.808 0.5 -0.7 2.3 -0.432
Cl -0.074 -2.161 -0.585 -0.7 0.7 -0.5 -0.191
H -3.337 0.075 -2.532 0.0 -0.2 -0.1 0.324
H 2.269 1.253 2.337 0.9 -2.1 -0.2 0.401
H 2.249 0.224 3.582 -0.3 -1.1 -0.8 0.378
C -2.429 -0.525 -2.621 0.5 -0.7 0.8 -1.056
C 1.079 -0.292 1.734 -1.3 -1.8 0.7 -0.640
H -0.748 1.728 -0.952 -1.2 -0.3 -2.4 0.318
N 2.294 0.169 2.542 -0.6 2.7 -0.2 -0.330
C -1.385 0.101 -1.752 1.8 0.6 1.5 0.807
H 1.092 -1.409 1.317 0.3 2.5 1.3 0.327